Entry from the Open Molecules 2025 dataset: C4H13N2 in the gas phase at a distorted geometry (the ωB97M-V functional and the def2-TZVPD basis).

Positions of all 19 atoms, in Å:
N -1.378350 0.435561 -1.732126
C -1.628310 -0.248768 -0.424930
C -0.620384 0.179322 0.625273
N 0.753528 -0.091867 0.138297
C 1.232800 -1.360506 0.703193
C 1.609231 0.997843 0.592482
H -2.032522 0.059930 -2.474365
H -0.402358 0.209783 -2.006014
H -1.474011 1.483888 -1.657461
H -1.596521 -1.318688 -0.618215
H -2.647022 -0.027577 -0.116262
H -0.876678 -0.351666 1.540431
H -0.719781 1.240562 0.850569
H 1.864298 -1.188636 1.583487
H 1.929590 -1.841266 0.018771
H 0.399850 -1.991913 0.994843
H 1.692930 1.015741 1.686380
H 1.271421 1.918656 0.113441
H 2.622287 0.879600 0.182205

Cartesian forces, eV/Å:
0.2993 -0.4717 0.2777
-0.3459 0.1426 0.1281
0.0983 -0.0643 -0.7477
-0.5889 0.0423 1.2152
0.7507 0.3396 -0.1518
0.8310 -0.1300 -1.0393
0.0308 0.2041 -0.0807
-0.0833 0.1584 -0.1392
-0.1340 -0.0103 -0.0982
0.1930 -0.0385 0.0000
-0.0671 0.1652 -0.0069
0.1845 -0.1496 0.3050
-0.0923 0.0232 -0.1656
-0.3227 0.1050 0.3326
-0.3419 -0.3245 -0.2978
0.0864 -0.3045 -0.2601
-0.1587 0.4218 -0.0311
-0.2055 0.1734 0.5588
-0.1336 -0.2823 0.2011

Summary:
relative energy (zero: lowest compared OMol25 entry of this formula, charge and spin) = 186.2 kJ/mol
⟨S²⟩ = 0.751
2S+1 = 2
E_HOMO (spin up / spin down) = -3.4170 / -9.4713 eV
HOMO-LUMO gap (spin up / spin down) = 0.16051 / 0.37775 hartree
lowest unoccupied orbital energy (spin up / spin down) = 0.951 / 0.808 eV